Molecular formula: C2H3BrN4
Method: DFT, wB97M-V/def2-TZVPD

The geometry in XYZ format:
```
10
Properties=species:S:1:pos:R:3:forces:R:3
C 0.50090 -1.48430 -2.28777 -0.4 1.7 1.5
C 0.08745 0.21480 -0.67581 4.8 -2.9 2.7
N 0.93363 -2.42726 -2.76603 0.5 -1.1 -0.7
N -0.04363 -0.42128 -1.70876 -0.8 -0.8 -2.6
N -0.61992 1.02517 -0.01210 -4.4 2.5 -1.1
N 1.53650 -0.09847 0.50864 -1.2 -2.2 -4.4
Br 0.82772 -1.20543 1.87297 -0.2 0.1 0.2
H -1.58034 1.34393 -0.41629 2.5 -0.6 1.4
H -0.18838 1.32384 0.81804 -0.1 0.9 1.2
H 1.95378 -0.91641 -0.14399 -0.7 2.5 1.8
```
Forces are in eV/Å.

The multiplicity is 1. The value obtained for the relative energy (zero: lowest compared OMol25 entry of this formula, charge and spin) is 1.7989 eV. As for the HOMO energy: -9.46 eV. The calculation puts the orbital gap at 9.3 eV. For the total energy, the calculation gives -78122.11477 eV.